1.
CH3F2OPS | wB97M-V/def2-TZVPD

Properties
* SMILES string: FP(F)S.C=O
* charge: 0
* lowest unoccupied orbital energy: -0.02 eV
* M: 132.1 Da

Each line ends with the natural charge from an NBO analysis.
Positions of all 9 atoms, in Å:
F 2.994 -0.690 0.359  -0.59
P 1.472 -0.282 0.410  1.38
F 1.299 -1.012 -1.040  -0.60
S 1.831 1.721 -0.189  -0.33
H 0.635 1.974 -0.353  0.13
C -2.058 -0.474 0.170  0.30
O -1.334 0.514 0.411  -0.53
H -1.750 -1.393 0.387  0.12
H -3.088 -0.357 -0.155  0.12

***

2.
CH3F2OPS | wB97M-V/def2-TZVPD

Properties
* SMILES string: COP(F)(F)=S
* charge: 0
* lowest unoccupied orbital energy: 0.02 eV
* M: 132.1 Da

Each line ends with the natural charge from an NBO analysis.
Positions of all 9 atoms, in Å:
C 1.295 -0.294 -0.018  -0.26
O -0.052 -0.803 -0.129  -0.82
P -1.302 0.029 0.038  2.03
F -1.027 0.596 1.504  -0.55
F -0.955 1.704 -0.921  -0.60
S -2.972 -0.775 -0.320  -0.43
H 1.599 0.574 -0.784  0.22
H 1.986 -1.160 -0.263  0.22
H 1.428 0.128 0.892  0.19

***

Stability verdict: 2, ahead by 17.4 kcal/mol

***

1.
C3H11N | wB97M-V/def2-TZVPD

Properties
* SMILES string: CC.CN
* charge: 0
* lowest unoccupied orbital energy: 1.08 eV
* M: 61.1 Da

Each line ends with the natural charge from an NBO analysis.
Positions of all 15 atoms, in Å:
C 0.351 -2.374 -0.874  -0.62
C 0.872 -2.302 -2.319  -0.62
H 1.021 -1.984 -0.108  0.21
H 0.233 -3.430 -0.616  0.20
H -0.638 -1.960 -0.734  0.21
H 1.001 -3.299 -2.732  0.21
H 0.192 -1.745 -2.964  0.21
H 1.794 -1.724 -2.386  0.21
C -0.534 1.651 1.702  -0.42
N -0.687 3.085 1.368  -0.82
H 0.122 1.528 2.557  0.18
H 0.013 1.190 0.880  0.19
H -1.456 1.111 1.885  0.19
H -1.591 3.417 1.713  0.34
H -0.163 3.625 2.061  0.34

***

2.
C3H11N | wB97M-V/def2-TZVPD

Properties
* SMILES string: CCN.C
* charge: 0
* lowest unoccupied orbital energy: 0.94 eV
* M: 61.1 Da

Each line ends with the natural charge from an NBO analysis.
Positions of all 15 atoms, in Å:
C -1.707 1.138 -0.720  -0.64
C -0.473 0.392 -0.214  -0.23
N -0.746 -0.972 0.342  -0.85
H -2.298 1.639 0.117  0.20
H -1.654 1.882 -1.557  0.22
H -2.455 0.361 -1.040  0.22
H 0.193 0.177 -1.034  0.19
H 0.037 0.987 0.544  0.17
H -0.092 -1.728 0.062  0.37
H -0.629 -0.883 1.420  0.35
C 2.515 -0.488 0.463  -0.86
H 2.384 0.574 0.166  0.22
H 2.057 -1.205 -0.314  0.21
H 2.095 -0.461 1.445  0.21
H 3.567 -0.791 0.623  0.22

***

Stability verdict: 1, ahead by 5.2 kcal/mol

***

1.
C3H10N2S2 | wB97M-V/def2-TZVPD

Properties
* SMILES string: NC[C@@H](N)CSS
* charge: 0
* lowest unoccupied orbital energy: 0.45 eV
* M: 138.3 Da

Each line ends with the natural charge from an NBO analysis.
Positions of all 17 atoms, in Å:
N -2.586 -0.177 0.642  -0.84
C -1.318 -0.738 0.186  -0.22
C -0.305 0.346 -0.159  -0.10
N -0.250 1.325 0.949  -0.83
C 1.065 -0.276 -0.267  -0.46
S 2.348 0.956 -0.999  0.02
S 4.060 -0.112 -0.405  -0.13
H -3.116 0.249 -0.103  0.35
H -3.117 -0.922 1.066  0.36
H -1.432 -1.464 -0.633  0.17
H -0.855 -1.308 0.998  0.19
H -0.536 0.799 -1.135  0.17
H -1.112 1.842 0.963  0.37
H 0.475 2.007 0.734  0.36
H 1.063 -1.026 -1.058  0.22
H 1.542 -0.528 0.669  0.24
H 4.074 -0.972 -1.447  0.13

***

2.
C3H10N2S2 | wB97M-V/def2-TZVPD

Properties
* SMILES string: [H]/N=C/N.CSSC
* charge: 0
* lowest unoccupied orbital energy: 0.49 eV
* M: 138.3 Da

Each line ends with the natural charge from an NBO analysis.
Positions of all 17 atoms, in Å:
H -2.515 0.543 2.133  0.34
N -2.317 1.112 1.338  -0.73
C -2.629 0.444 0.265  0.28
N -2.619 1.015 -0.970  -0.81
H -2.936 -0.625 0.309  0.15
H -2.286 0.444 -1.696  0.39
H -2.265 1.985 -0.986  0.39
C 1.356 1.197 -0.326  -0.77
S 1.178 -0.092 -1.620  0.07
S 0.659 -1.696 -0.312  0.05
C 2.333 -2.150 0.404  -0.72
H 0.650 0.975 0.542  0.26
H 2.410 1.382 -0.069  0.22
H 1.038 2.163 -0.728  0.22
H 2.895 -1.259 0.652  0.22
H 2.157 -2.671 1.353  0.22
H 2.891 -2.767 -0.287  0.22

***

Stability verdict: 1, ahead by 4.2 kcal/mol